# 1
18
Properties=species:S:1:pos:R:3:mulliken_charge:R:1 method="wB97M-V/def2-TZVPD" gap_ha=0.2148 total_charge=-1
C -1.504 0.994 -0.755 -0.753
O -2.563 0.482 -0.027 -0.752
C -0.414 -0.063 -1.139 -0.436
C 0.565 -0.287 0.048 -0.171
C 1.973 -0.735 -0.398 -1.030
S 3.385 0.253 0.151 -0.245
H -1.016 1.882 -0.305 0.338
H -1.835 1.437 -1.726 0.312
H -1.101 -0.882 -1.404 0.187
H 0.266 0.271 -1.925 0.403
H 0.634 0.665 0.589 0.447
H 0.118 -1.007 0.747 0.104
H 1.982 -0.793 -1.479 0.442
H 2.035 -1.743 0.013 0.332
H 3.058 -0.618 1.788 0.113
H -2.133 0.388 1.168 0.343
H -1.616 -0.592 2.351 0.213
O -1.833 0.346 2.302 -0.847


# 2
16
Properties=species:S:1:pos:R:3:mulliken_charge:R:1 method="wB97M-V/def2-TZVPD" gap_ha=0.2793 total_charge=-1
C 0.377 0.301 1.032 -0.346
C -0.741 0.018 2.048 -0.729
O -0.314 -0.199 3.455 -0.550
N 0.285 -0.474 -0.162 -0.458
C -0.499 0.258 -1.115 0.432
O -0.938 -0.575 -2.110 -0.516
O -0.966 1.403 -0.946 -0.643
H 0.584 1.392 0.893 0.259
H 1.354 0.044 1.525 0.457
H -0.219 -1.036 2.699 0.382
H -1.448 -0.759 1.567 0.337
H -1.461 0.839 1.973 0.405
H 0.763 0.131 -1.233 0.397
H 1.983 -0.008 -3.751 0.151
H -0.097 -0.802 -2.603 0.490
O 1.336 -0.533 -3.272 -1.068


# 3
58
Properties=species:S:1:pos:R:3:mulliken_charge:R:1 method="wB97M-V/def2-TZVPD" gap_ha=0.3384 smiles="CCCn1ncc([C@@H]2C[C@H]3CN(Cc4cccc(Cl)c4)C(=O)[C@]34CCCN24)c1C"
C 0.065 -0.067 -7.645 -1.182
C 1.328 -0.672 -7.049 -0.249
C 1.027 -1.973 -6.294 -0.881
N 0.259 -1.735 -5.103 0.954
N -1.071 -1.763 -5.147 -1.183
C -1.486 -1.461 -3.932 -0.702
C -0.401 -1.232 -3.073 0.377
C -0.398 -0.879 -1.625 0.650
C -1.787 -0.723 -0.982 -1.593
C -1.466 0.030 0.308 0.060
C -1.042 -0.882 1.470 -0.999
N 0.315 -0.503 1.777 0.284
C 1.002 -1.067 2.913 -1.367
C 0.374 -0.627 4.210 0.656
C -0.094 -1.542 5.141 -0.623
C -0.686 -1.106 6.315 -0.521
C -0.829 0.247 6.568 -0.500
C -0.364 1.158 5.632 0.193
Cl -0.537 2.852 5.932 -0.232
C 0.237 0.734 4.460 -0.402
C 0.825 0.492 1.025 -0.655
O 1.918 0.990 1.178 -0.713
C -0.202 0.855 -0.048 1.664
C -0.387 2.372 -0.184 -0.951
C 0.368 2.702 -1.470 -0.758
C 0.128 1.456 -2.313 -0.634
N 0.290 0.380 -1.347 0.033
C 0.717 -1.416 -3.871 -0.219
C 2.157 -1.325 -3.519 -1.838
H -0.350 -0.727 -8.404 0.292
H -0.687 0.073 -6.873 0.286
H 0.280 0.895 -8.103 0.380
H 2.047 -0.889 -7.841 0.391
H 1.789 0.042 -6.363 0.219
H 1.957 -2.476 -6.018 0.344
H 0.434 -2.634 -6.931 0.384
H -2.536 -1.432 -3.717 0.568
H 0.154 -1.657 -1.073 0.379
H -2.281 -1.677 -0.812 0.434
H -2.422 -0.110 -1.624 0.531
H -2.291 0.673 0.617 0.658
H -1.678 -0.742 2.352 0.329
H -1.078 -1.943 1.191 0.313
H 2.034 -0.704 2.852 0.406
H 0.999 -2.160 2.837 0.434
H 0.008 -2.601 4.951 0.353
H -1.044 -1.823 7.037 0.374
H -1.293 0.594 7.477 0.427
H 0.604 1.451 3.742 0.555
H 0.011 2.905 0.677 0.384
H -1.446 2.612 -0.289 0.344
H 0.014 3.612 -1.950 0.454
H 1.431 2.794 -1.254 0.304
H 0.858 1.346 -3.117 0.263
H -0.879 1.476 -2.757 0.368
H 2.692 -0.671 -4.206 0.325
H 2.626 -2.310 -3.555 0.468
H 2.251 -0.927 -2.513 0.366


# 4
14
Properties=species:S:1:pos:R:3:mulliken_charge:R:1 method="wB97M-V/def2-TZVPD" gap_ha=0.3786
C 0.843 -0.100 1.003 0.578
C -0.606 -0.271 1.114 -0.668
C -0.868 -0.449 -0.385 -0.183
C -0.136 1.048 -0.746 -0.682
C 0.980 0.135 -0.284 -0.179
H -0.897 -1.188 1.572 0.346
H -1.217 0.601 1.502 0.256
H -1.946 -0.405 -0.830 0.364
H -0.212 1.865 -0.023 0.259
H -0.271 1.418 -1.739 0.318
H 2.056 0.023 -0.601 0.395
H 0.257 -1.369 -1.688 0.271
N 0.355 -1.142 -0.743 -0.516
O 1.664 -0.165 1.849 -0.556


# 5
15
Properties=species:S:1:pos:R:3:mulliken_charge:R:1 method="wB97M-V/def2-TZVPD" gap_ha=0.2948 total_charge=+1 smiles="CC=[N+]=C1O[C@@H]1C=C=O"
C -1.101 1.448 1.833 -0.946
C 0.372 1.424 1.533 0.125
N 0.838 1.061 0.395 -0.069
C 1.214 0.200 -0.375 0.539
O 1.444 0.093 -1.615 -0.351
C 1.186 -1.202 -0.927 0.045
C -0.026 -1.913 -1.397 -0.950
C -0.815 -1.569 -2.389 0.701
O -1.528 -1.386 -3.233 -0.193
H -1.680 0.988 1.041 0.301
H -1.383 0.809 2.809 0.332
H -1.400 2.539 1.712 0.326
H 0.871 1.995 2.321 0.370
H 2.215 -1.655 -0.885 0.400
H -0.207 -2.832 -0.825 0.368


# 6
33
Properties=species:S:1:pos:R:3:mulliken_charge:R:1 method="wB97M-V/def2-TZVPD" gap_ha=0.2703 smiles="C=CCNC(=S)/N=c1/ccccn1CCC"
C -2.893 -1.846 0.849 -0.747
C -3.213 -0.654 0.415 -0.103
C -2.819 0.713 1.099 -0.595
N -2.422 1.586 0.182 -0.028
C -1.147 1.698 -0.170 0.065
S -0.781 2.879 -1.139 -0.454
N -0.350 1.192 0.832 -0.294
C 0.875 0.875 0.842 -0.093
C 1.652 1.127 1.763 -0.072
C 3.029 0.973 1.866 -0.446
C 3.751 0.412 0.611 -0.905
C 2.886 0.391 -0.587 -0.184
N 1.583 0.607 -0.604 0.400
C 0.909 0.102 -1.640 -0.837
C 0.990 -1.134 -2.036 -0.926
C 0.214 -1.986 -0.721 -1.419
H -3.278 -2.759 0.109 0.197
H -2.254 -1.951 1.626 0.434
H -4.015 -0.403 -0.481 0.133
H -3.934 0.998 1.753 0.273
H -2.158 0.385 1.929 0.352
H -3.093 2.309 -0.382 0.343
H 1.261 1.118 2.659 0.495
H 3.695 0.908 2.789 0.319
H 4.764 0.272 0.436 0.444
H 3.290 0.078 -1.327 0.705
H 1.277 0.760 -2.448 0.279
H -0.073 0.622 -1.593 0.354
H 0.271 -1.362 -2.724 0.485
H 1.907 -1.418 -2.366 0.489
H 0.753 -1.908 -0.003 0.557
H 0.109 -2.998 -0.924 0.550
H -0.785 -1.587 -0.616 0.229


# 7
7
Properties=species:S:1:pos:R:3:mulliken_charge:R:1 method="wB97M-V/def2-TZVPD" gap_ha=0.4136 smiles=NCCl
N 0.894 0.504 0.058 -0.554
C -0.149 -0.572 0.099 -0.274
Cl -1.853 0.049 -0.139 -0.234
H 0.465 1.288 0.515 0.244
H 1.067 0.786 -0.878 0.251
H -0.307 -0.901 1.133 0.293
H -0.116 -1.154 -0.788 0.274


# 8
62
Properties=species:S:1:pos:R:3:mulliken_charge:R:1 method="wB97M-V/def2-TZVPD" gap_ha="0.2326 / 0.1629" total_charge=+2 spin_multiplicity=2
Ir 0.396 1.160 -0.227 0.282
C 4.568 1.654 1.010 -0.581
C 3.366 1.831 0.329 -0.036
N 2.309 1.071 0.600 -0.236
C 2.437 0.128 1.574 -0.053
C 3.650 -0.020 2.228 -0.123
N 4.707 0.733 1.949 -0.521
C 1.221 -0.644 1.902 0.766
C 1.082 -1.641 2.846 -0.789
C -0.171 -2.236 3.032 0.699
C -1.250 -1.805 2.252 -0.879
C -1.057 -0.808 1.319 0.606
N 0.163 -0.262 1.174 0.094
C -2.062 -0.234 0.396 -0.063
C -3.388 -0.627 0.333 -0.143
N -4.246 -0.095 -0.530 -0.532
C -3.795 0.834 -1.356 -0.646
C -2.467 1.254 -1.326 -0.125
N -1.616 0.732 -0.451 0.095
C -0.354 -3.299 4.032 0.504
C -1.267 -4.323 3.817 -0.573
C -1.404 -5.311 4.785 -0.480
N -0.700 -5.287 5.907 -0.527
C 0.171 -4.314 6.133 -0.477
C 0.382 -3.297 5.209 -0.576
H 5.423 2.277 0.781 0.415
H 3.265 2.579 -0.443 0.366
H 3.776 -0.765 3.003 0.404
H 1.934 -1.979 3.420 0.680
H -2.231 -2.236 2.397 0.674
H -3.775 -1.392 0.994 0.475
H -4.492 1.262 -2.064 0.439
H -2.086 1.987 -2.024 0.418
H -1.842 -4.394 2.902 0.494
H -2.093 -6.136 4.656 0.387
H 0.709 -4.347 7.070 0.387
H 1.084 -2.506 5.444 0.496
Cl -2.898 -0.535 -6.127 -0.158
C -1.768 -0.479 -4.837 0.432
C -0.758 0.477 -4.840 -1.151
C 0.141 0.523 -3.790 0.121
C 0.055 -0.373 -2.721 -0.173
C 0.973 -0.318 -1.566 -1.130
C -0.957 -1.336 -2.754 -0.239
C -1.863 -1.397 -3.794 -1.041
H -0.678 1.169 -5.667 0.475
H 0.924 1.263 -3.813 0.658
H 1.994 -0.038 -1.804 0.852
H 0.971 -1.244 -0.993 0.728
H -1.029 -2.067 -1.953 0.467
H -2.636 -2.153 -3.815 0.483
F -1.343 3.638 -0.327 -0.328
C -0.362 3.835 -1.212 0.237
C 0.587 2.802 -1.392 -0.168
C 1.611 3.103 -2.319 0.296
F 2.574 2.208 -2.555 -0.398
C 1.671 4.276 -3.026 0.403
F 2.630 4.503 -3.900 -0.257
C 0.684 5.252 -2.812 0.553
F 0.730 6.370 -3.474 -0.221
C -0.343 5.028 -1.890 0.484
F -1.260 5.950 -1.688 -0.244